1.
The following is a DFT calculation (ωB97M-V/def2-TZVPD) of a structure of composition C32H34AsN4O2Rh at a distorted geometry.

Orbital gap (spin up / spin down): 0.2412 / 0.1778 Eh
Maximum force: 1.5 eV/A
Molecular weight: 684.5 g mol⁻¹
LUMO energy (spin up / spin down): -4.7 / -8.5 eV
2S+1: 5
Net charge: +2
Relative energy (zero: lowest compared OMol25 entry of this formula, charge and spin): 22.2 kcal/mol

Each line ends with the natural charge from an NBO analysis.
Cartesian coordinates (Å):
Rh  -0.572  -0.535  0.357  0.974
N  -0.085  1.682  2.865  -0.564
C  -0.844  2.133  1.808  0.418
C  -1.244  3.480  1.859  -0.261
C  -2.019  4.011  0.862  -0.115
C  -2.414  3.186  -0.193  -0.261
C  -1.996  1.885  -0.182  0.047
N  -1.212  1.354  0.786  -0.454
C  0.518  0.476  3.193  0.396
C  1.203  0.403  4.413  -0.268
C  1.806  -0.780  4.773  -0.118
C  1.720  -1.877  3.919  -0.263
C  1.033  -1.725  2.738  0.061
N  0.449  -0.571  2.384  -0.499
H  0.069  2.394  3.559  0.416
H  -0.938  4.091  2.698  0.234
H  -2.328  5.047  0.899  0.247
H  -3.044  3.552  -0.991  0.247
H  -2.300  1.201  -0.963  0.219
H  1.253  1.270  5.059  0.230
H  2.338  -0.856  5.712  0.244
H  2.174  -2.825  4.170  0.244
H  0.928  -2.537  2.029  0.235
N  -9.205  -3.715  4.036  -0.194
C  -8.215  -3.346  3.584  0.225
C  -6.984  -2.882  3.029  -0.067
C  -6.999  -1.966  1.968  -0.163
C  -5.814  -1.516  1.439  -0.152
C  -4.585  -1.983  1.955  -0.075
C  -4.584  -2.905  3.027  -0.135
C  -5.771  -3.345  3.558  -0.177
C  -3.372  -1.543  1.423  0.060
C  -2.267  -1.189  0.983  -0.092
H  -7.943  -1.615  1.576  0.251
H  -5.811  -0.805  0.625  0.235
H  -3.639  -3.256  3.418  0.235
H  -5.779  -4.048  4.379  0.252
C  5.827  3.499  -3.864  -0.651
C  4.583  2.965  -3.247  0.031
C  3.320  3.278  -3.728  -0.243
C  2.178  2.767  -3.149  0.109
C  0.851  3.164  -3.701  -0.665
C  2.271  1.822  -2.017  0.067
C  1.066  1.216  -1.566  0.148
O  0.969  0.224  -0.748  -0.714
C  3.556  1.581  -1.449  -0.106
C  3.793  0.817  -0.171  -0.663
C  4.658  2.120  -2.088  0.089
H  5.611  4.181  -4.682  0.241
H  6.439  2.676  -4.248  0.248
H  6.433  4.019  -3.116  0.246
H  3.229  3.945  -4.576  0.235
H  0.978  3.840  -4.543  0.245
H  0.250  3.676  -2.942  0.238
H  0.286  2.293  -4.047  0.235
H  0.136  1.618  -1.968  0.150
H  2.900  0.327  0.193  0.256
H  4.155  1.499  0.602  0.235
H  4.573  0.067  -0.314  0.230
H  5.640  1.900  -1.679  0.213
C  2.580  -2.389  -1.924  -0.984
As  0.739  -2.921  -1.680  1.974
C  0.657  -4.841  -1.669  -0.982
C  -0.345  -2.275  -3.141  -0.990
O  0.133  -2.431  -0.199  -1.129
H  3.028  -3.006  -2.703  0.256
H  3.102  -2.543  -0.983  0.260
H  2.630  -1.341  -2.207  0.252
H  1.079  -5.249  -2.586  0.258
H  -0.384  -5.144  -1.576  0.263
H  1.216  -5.213  -0.813  0.264
H  0.115  -2.546  -4.090  0.261
H  -0.452  -1.194  -3.079  0.248
H  -1.323  -2.746  -3.061  0.261

***

2.
The following is a DFT calculation (ωB97M-V/def2-TZVPD) of a cluster of 8 separate species, C32H34BF7NO25 in total at a distorted geometry.

Orbital gap: 0.2413 Eh
Maximum force: 4.5 eV/A
Molecular weight: 976.4 g mol⁻¹
LUMO energy: 1.3 eV
Net charge: -1
Relative energy (zero: lowest compared OMol25 entry of this formula, charge and spin): 137.3 kcal/mol

Each line ends with the Mulliken charge.
Cartesian coordinates (Å):
C  5.876  -4.539  0.780  -0.711
C  6.232  -4.554  -0.588  -0.912
C  6.249  -3.256  -1.520  1.890
C  5.111  -3.570  -2.652  -1.417
C  3.813  -2.710  -2.223  0.483
C  2.920  -3.250  -1.078  -0.277
C  1.707  -2.382  -0.645  -0.403
C  1.468  -1.028  -1.376  0.156
C  2.380  -0.509  -2.543  -0.556
C  3.594  -1.379  -2.978  -0.408
C  6.136  -1.849  -0.725  -0.966
O  6.556  -0.977  -1.809  -1.047
B  7.866  -1.607  -2.165  1.401
O  8.835  -0.985  -1.182  -0.395
N  8.561  0.338  -1.237  0.208
O  8.452  0.810  -0.135  -0.408
O  7.613  -3.070  -2.031  -0.872
H  5.404  -3.583  1.204  0.164
H  6.020  -5.429  1.479  0.258
H  6.567  -5.559  -1.040  0.269
H  4.878  -4.693  -2.728  0.392
H  5.499  -3.249  -3.679  0.357
H  3.113  -4.234  -0.517  0.334
H  1.027  -2.722  0.213  0.357
H  0.603  -0.323  -1.098  -0.014
H  2.212  0.496  -3.061  0.327
H  4.323  -1.089  -3.812  0.206
H  6.883  -2.025  0.143  0.532
H  5.180  -1.597  -0.157  0.372
H  8.353  -1.331  -3.213  -0.378
C  -2.216  2.264  -0.587  -0.411
C  -3.564  1.619  -0.654  0.236
O  -3.260  0.248  -0.793  -0.339
C  -2.060  0.076  -0.167  0.618
O  -1.615  -0.991  0.154  -0.478
O  -1.432  1.269  0.055  -0.228
F  -4.244  2.024  -1.756  -0.206
H  -1.798  2.473  -1.576  0.228
H  -2.226  3.189  -0.009  0.352
H  -4.180  1.771  0.237  0.202
C  4.769  2.317  -0.685  -0.310
C  4.308  3.521  0.071  0.398
O  2.959  3.654  -0.326  -0.352
C  2.539  2.390  -0.616  0.365
O  1.386  2.076  -0.726  -0.441
O  3.585  1.530  -0.757  0.023
F  4.983  4.630  -0.319  -0.306
H  5.106  2.557  -1.698  0.235
H  5.566  1.780  -0.169  0.104
H  4.363  3.417  1.158  0.288
C  0.549  -0.713  3.428  0.000
C  -0.517  0.290  3.133  1.218
O  -0.120  1.419  3.886  -0.404
C  1.240  1.344  3.957  0.601
O  1.947  2.256  4.280  -0.574
O  1.697  0.109  3.609  -0.330
F  -1.724  -0.132  3.594  -0.285
H  0.358  -1.274  4.340  0.223
H  0.696  -1.418  2.608  0.015
H  -0.598  0.562  2.078  -0.339
C  -5.072  1.901  -4.907  -0.029
C  -4.690  3.294  -5.293  0.312
O  -3.427  3.126  -5.904  -0.296
C  -3.447  1.871  -6.439  0.604
O  -2.668  1.477  -7.255  -0.518
O  -4.470  1.124  -5.933  -0.329
F  -4.539  4.078  -4.199  -0.266
H  -4.660  1.605  -3.939  0.013
H  -6.153  1.756  -4.888  0.295
H  -5.378  3.770  -5.998  0.223
C  -4.262  8.745  -5.074  -0.426
C  -5.678  8.399  -4.739  0.327
O  -5.544  7.356  -3.796  -0.285
C  -4.357  7.592  -3.165  0.681
O  -4.033  7.083  -2.134  -0.521
O  -3.589  8.485  -3.852  -0.303
F  -6.331  7.916  -5.825  -0.284
H  -3.847  8.108  -5.860  0.281
H  -4.147  9.788  -5.371  0.268
H  -6.250  9.221  -4.299  0.271
C  -1.219  -5.441  6.255  -0.508
C  -2.008  -4.177  6.370  0.613
O  -1.043  -3.170  6.147  -0.307
C  -0.111  -3.737  5.331  0.610
O  0.707  -3.117  4.714  -0.539
O  -0.231  -5.094  5.295  -0.348
F  -2.506  -4.026  7.623  -0.303
H  -0.732  -5.720  7.194  0.272
H  -1.825  -6.280  5.911  0.274
H  -2.813  -4.083  5.638  0.157
C  -6.477  -2.652  5.375  -0.452
C  -7.480  -3.758  5.468  0.308
O  -6.818  -4.846  4.854  -0.327
C  -5.491  -4.632  5.070  0.675
O  -4.644  -5.467  4.934  -0.487
O  -5.245  -3.352  5.468  -0.245
F  -8.591  -3.469  4.751  -0.288
H  -6.523  -2.121  4.421  0.288
H  -6.579  -1.928  6.185  0.269
H  -7.758  -4.028  6.491  0.275

***

3.
The following is a DFT calculation (ωB97M-V/def2-TZVPD) of a structure of composition C32H34BMnN6O6Se at a distorted geometry.

Orbital gap (spin up / spin down): 0.2600 / 0.2608 Eh
Maximum force: 1.3 eV/A
Molecular weight: 743.4 g mol⁻¹
LUMO energy (spin up / spin down): -3.9 / -3.7 eV
2S+1: 2
Net charge: +1
Relative energy (zero: lowest compared OMol25 entry of this formula, charge and spin): 0.1 kcal/mol

Each line ends with the Mulliken spin population.
Cartesian coordinates (Å):
Mn  0.182  0.820  -0.981  1.080
C  -3.169  1.033  1.034  -0.010
C  -1.812  1.334  1.553  -0.010
N  -0.680  1.262  0.879  -0.020
C  0.323  1.618  1.741  -0.002
C  -0.206  1.938  2.952  -0.011
N  -1.560  1.745  2.816  0.000
C  0.337  2.439  4.241  0.002
O  1.638  2.632  4.297  0.000
O  -0.431  2.660  5.145  0.000
C  1.715  1.642  1.250  0.005
O  2.625  2.008  1.998  0.000
O  1.828  1.285  0.031  -0.016
H  -3.135  0.955  -0.052  0.000
H  -3.869  1.821  1.309  0.000
H  -3.544  0.089  1.429  0.002
H  -2.212  1.887  3.574  0.001
H  2.078  2.385  3.430  0.000
C  -1.063  -3.333  1.790  -0.002
C  -0.487  -1.978  1.389  -0.021
C  1.009  -2.036  1.187  -0.008
C  1.765  -2.494  2.261  0.008
C  3.124  -2.688  2.145  -0.011
C  3.751  -2.441  0.938  0.007
C  3.056  -1.958  -0.161  -0.013
C  3.850  -1.720  -1.418  0.001
C  3.558  -2.742  -2.516  0.000
C  1.670  -1.724  -0.020  0.021
N  0.855  -1.094  -0.999  -0.110
C  1.104  -0.746  -2.218  0.012
C  0.021  -0.109  -2.977  -0.043
C  0.052  0.673  -4.105  0.075
C  -1.262  1.159  -4.334  -0.014
C  -2.051  0.689  -3.329  0.048
N  -1.293  -0.085  -2.445  -0.002
H  -2.149  -3.285  1.864  0.000
H  -0.683  -3.669  2.754  0.000
H  -0.811  -4.097  1.057  0.000
H  -0.707  -1.246  2.172  0.001
H  -0.988  -1.623  0.487  0.027
H  1.268  -2.707  3.197  -0.001
H  3.700  -3.039  2.991  0.000
H  4.816  -2.603  0.844  0.000
H  4.906  -1.788  -1.153  0.000
H  3.726  -0.691  -1.766  -0.001
H  3.944  -3.718  -2.227  0.000
H  4.029  -2.463  -3.456  0.000
H  2.490  -2.873  -2.696  -0.002
H  2.052  -0.830  -2.735  -0.006
H  0.937  0.905  -4.673  0.003
H  -1.580  1.805  -5.133  0.000
H  -3.105  0.807  -3.154  0.002
C  -1.538  4.798  0.727  -0.001
N  -0.090  4.725  0.629  -0.001
C  0.777  5.317  1.520  -0.002
C  2.027  5.068  1.072  0.001
N  1.907  4.341  -0.086  -0.001
C  3.040  3.847  -0.858  0.003
C  0.610  4.131  -0.356  0.001
Se  -0.092  3.174  -1.814  -0.005
H  -1.883  5.775  0.392  0.000
H  -1.824  4.638  1.765  0.000
H  -1.960  4.026  0.087  0.000
H  0.427  5.846  2.385  0.000
H  2.986  5.322  1.480  0.000
H  3.880  4.507  -0.659  0.000
H  2.776  3.878  -1.913  -0.001
H  3.266  2.825  -0.550  0.000
O  -3.171  -1.250  -1.309  0.000
B  -1.942  -1.301  -1.918  0.022
O  -1.447  -2.565  -2.102  -0.008
C  -2.443  -3.378  -1.570  -0.002
C  -2.463  -4.749  -1.497  0.000
C  -3.588  -5.309  -0.892  0.000
C  -4.622  -4.519  -0.403  0.000
C  -4.590  -3.127  -0.494  0.000
C  -3.473  -2.594  -1.088  -0.001
H  -1.651  -5.348  -1.878  0.000
H  -3.658  -6.383  -0.802  0.000
H  -5.479  -4.994  0.054  0.000
H  -5.395  -2.510  -0.129  0.000